1.
Here is a 20-piece molecular cluster, C26H84O22 overall in a non-equilibrium geometry from OMol25. Energies are from ωB97M-V/def2-TZVPD.

```
132
Properties=species:S:1:pos:R:3
C 3.14 0.76 -2.89
O 3.17 -0.66 -2.80
H 3.89 1.18 -3.55
H 2.16 1.00 -3.28
H 3.27 1.24 -1.91
H 3.17 -0.94 -3.72
C 1.85 1.59 -6.21
O 3.01 2.37 -5.93
H 1.51 1.76 -7.24
H 2.02 0.53 -6.03
H 0.99 1.79 -5.57
H 3.69 2.20 -6.59
C 1.95 -0.40 5.52
O 1.85 0.68 6.44
H 1.51 -0.09 4.57
H 2.92 -0.86 5.33
H 1.37 -1.23 5.93
H 2.38 0.47 7.22
C -4.95 0.53 -2.65
O -4.25 -0.27 -1.78
H -6.00 0.51 -2.35
H -4.54 1.53 -2.56
H -4.83 0.19 -3.68
H -3.32 -0.34 -1.98
C 4.23 -1.58 2.53
O 4.70 -0.45 1.83
H 4.63 -2.46 2.03
H 4.51 -1.55 3.58
H 3.15 -1.58 2.46
H 4.63 -0.78 0.93
C -1.04 -4.09 3.90
O -2.05 -3.35 3.32
H -0.13 -3.61 3.55
H -1.02 -3.98 4.99
H -1.07 -5.13 3.58
H -2.82 -3.86 3.57
C 1.33 3.87 3.99
O 1.88 3.28 2.83
H 2.04 4.64 4.31
H 0.34 4.30 3.87
H 1.32 3.15 4.80
H 2.79 3.00 2.97
C 0.41 0.23 0.13
O -0.91 -0.23 0.24
H 0.99 -0.43 0.78
H 0.83 0.14 -0.87
H 0.51 1.25 0.51
H -1.04 -0.54 1.14
C -2.55 3.74 -2.46
O -3.28 4.76 -3.13
H -2.78 3.85 -1.40
H -2.81 2.73 -2.78
H -1.48 3.83 -2.66
H -3.25 5.59 -2.65
C 0.15 4.25 -0.04
O -0.13 4.36 1.31
H 0.07 3.29 -0.55
H -0.47 4.92 -0.64
H 1.17 4.50 -0.32
H 0.53 3.86 1.78
C 2.40 4.69 -3.45
O 1.65 5.71 -2.85
H 3.12 4.29 -2.73
H 1.66 4.01 -3.87
H 2.97 5.04 -4.31
H 1.02 6.04 -3.50
C 1.53 -3.39 0.76
O 1.36 -4.80 0.74
H 2.39 -3.21 1.41
H 1.82 -3.02 -0.22
H 0.61 -2.89 1.07
H 1.03 -5.05 1.60
C -1.37 -0.11 3.70
O -0.85 -0.90 2.67
H -2.37 0.26 3.44
H -1.46 -0.71 4.61
H -0.69 0.72 3.89
H -1.06 -1.79 2.94
C 5.20 2.71 2.38
O 4.46 2.01 3.35
H 4.58 3.18 1.61
H 5.73 3.41 3.02
H 5.96 2.06 1.95
H 4.23 1.17 2.96
C 5.89 -1.95 -0.77
O 4.53 -1.69 -0.49
H 6.32 -1.13 -1.35
H 6.37 -2.13 0.19
H 5.98 -2.91 -1.29
H 4.00 -1.42 -1.25
C -0.90 -0.06 -3.39
O -1.60 -0.65 -2.36
H -0.74 1.02 -3.31
H 0.09 -0.49 -3.47
H -1.38 -0.13 -4.36
H -1.21 -0.42 -1.51
C 0.26 -3.57 -3.98
O 1.05 -3.41 -5.19
H 0.68 -3.17 -3.06
H -0.74 -3.16 -4.16
H 0.04 -4.61 -3.74
H 1.99 -3.31 -5.00
C -2.61 2.86 2.65
O -2.72 4.13 2.04
H -1.68 2.88 3.22
H -3.52 2.63 3.20
H -2.53 2.18 1.80
H -1.87 4.26 1.61
O -4.79 -3.24 0.87
C -5.04 -2.05 1.00
O -6.32 -1.57 0.78
C -6.35 -0.17 0.93
C -5.04 0.27 1.47
C -4.07 -0.92 1.38
H -7.19 0.03 1.60
H -6.47 0.21 -0.09
H -5.20 0.68 2.47
H -4.59 1.01 0.80
H -3.56 -1.10 2.33
H -3.40 -0.78 0.54
O -2.76 -6.86 -1.37
C -2.60 -5.64 -1.25
O -3.40 -4.74 -1.94
C -2.89 -3.40 -1.81
C -1.90 -3.47 -0.65
C -1.52 -4.91 -0.56
H -3.68 -2.66 -1.69
H -2.43 -3.04 -2.73
H -2.45 -3.10 0.22
H -1.13 -2.71 -0.80
H -1.65 -5.27 0.46
H -0.53 -5.23 -0.89
```

orbital gap	9.365	eV
electronic energy	-2695.9742	Ha
ΔE to the lowest compared entry with this formula, charge and spin	22.14	kcal/mol
E_HOMO	-9.53	eV

***

2.
Here is a 2-piece molecular cluster, C8H10ClNO2 overall in a non-equilibrium geometry from OMol25. Energies are from ωB97M-V/def2-TZVPD.

```
22
Properties=species:S:1:pos:R:3
C 2.03 -0.65 0.91
C 1.12 -0.90 -0.30
O 1.68 -2.07 -0.95
C -0.38 -1.08 0.08
O -0.89 -2.16 0.33
C -1.13 0.19 0.25
C -0.91 1.36 -0.42
C -1.76 2.46 -0.30
C -3.01 2.19 0.33
N -3.16 1.14 1.06
C -2.28 0.19 1.13
H 1.95 -1.45 1.69
H 3.18 -0.65 0.56
H 1.85 0.24 1.45
H 1.23 -0.12 -1.02
H 1.45 -2.93 -0.70
H 0.04 1.48 -1.04
H -1.57 3.36 -0.87
H -3.92 2.82 0.38
H -2.43 -0.54 2.01
Cl 3.98 -1.24 -2.63
H 2.91 -1.66 -1.97
```

orbital gap	9.313	eV
electronic energy	-976.2295	Ha
ΔE to the lowest compared entry with this formula, charge and spin	28.67	kcal/mol
E_HOMO	-9.74	eV

***

3.
Here is an isolated molecule of C6H11N from OMol25. Energies are from ωB97M-V/def2-TZVPD.

```
18
Properties=species:S:1:pos:R:3
C -0.19 -1.73 -0.90
C 0.57 -0.53 -1.42
C 0.00 0.71 -0.73
C 0.31 0.66 0.76
C -0.37 1.82 1.51
C 0.03 -0.68 1.44
N -0.20 -1.67 0.59
H -0.39 -2.58 0.99
H -1.23 -1.74 -1.27
H 0.26 -2.68 -1.21
H 1.63 -0.65 -1.16
H 0.51 -0.46 -2.51
H 0.39 1.63 -1.19
H -1.09 0.72 -0.86
H 1.40 0.81 0.89
H -0.12 2.78 1.04
H -1.46 1.71 1.48
H -0.06 1.86 2.56
```

orbital gap	8.655	eV
electronic energy	-289.9075	Ha
ΔE to the lowest compared entry with this formula, charge and spin	40.26	kcal/mol
E_HOMO	-7.71	eV

***

4.
Here is C3H5O2Tl as an isolated structure in a non-equilibrium geometry from OMol25. Energies are from ωB97M-V/def2-TZVPD.

```
11
Properties=species:S:1:pos:R:3
H -1.59 0.35 1.28
Tl 1.12 1.80 0.49
O -0.01 -0.24 0.07
O -2.13 -0.39 0.54
C -0.99 -0.91 0.67
C 0.53 -0.80 -1.17
C 1.94 -0.36 -1.31
H 0.42 -1.89 -1.08
H -0.10 -0.43 -1.99
H 2.64 -0.48 -0.48
H 2.32 -0.07 -2.29
```

charge	+1
orbital gap (spin up / spin down)	8.312 / 7.204	eV
electronic energy	-439.7920	Ha
ΔE to the lowest compared entry with this formula, charge and spin	18.55	kcal/mol
⟨S²⟩	0.755
E_HOMO (spin up / spin down)	-13.15 / -13.14	eV
multiplicity	2

***

5.
Here is C6CsF18N3O12S6 as an isolated structure in a non-equilibrium geometry from OMol25. Energies are from ωB97M-V/def2-TZVPD.

```
46
Properties=species:S:1:pos:R:3
Cs -10.95 12.12 -17.50
C -18.95 5.48 -18.35
F -19.56 6.37 -19.23
F -19.01 5.91 -17.07
F -19.55 4.34 -18.49
S -17.13 5.27 -18.77
O -16.66 4.23 -17.89
O -17.10 5.00 -20.21
N -16.55 6.90 -18.53
S -15.31 6.65 -17.56
O -14.52 5.45 -17.79
O -14.57 7.90 -17.43
C -16.07 6.60 -15.75
F -16.30 5.46 -15.29
F -15.07 7.08 -15.04
F -17.11 7.33 -15.44
C -7.97 9.49 -23.59
F -7.91 10.92 -23.58
F -8.98 9.12 -24.29
F -6.88 9.05 -24.30
S -7.88 8.70 -21.85
O -6.50 8.56 -21.51
O -8.58 9.56 -20.94
N -8.34 7.11 -22.10
S -9.32 6.75 -20.94
O -10.47 7.60 -20.78
O -9.61 5.30 -21.07
C -8.28 6.73 -19.24
F -9.06 6.41 -18.23
F -7.33 5.83 -19.27
F -7.73 7.89 -18.94
C -5.41 15.17 -19.81
F -6.42 14.84 -20.71
F -4.85 14.09 -19.39
F -4.61 16.13 -20.42
S -6.20 15.95 -18.23
O -6.26 17.37 -18.64
O -7.54 15.40 -18.05
N -5.08 15.59 -16.98
S -5.46 14.21 -16.32
O -5.80 14.31 -14.86
O -6.24 13.27 -17.14
C -3.71 13.24 -16.05
F -2.98 13.94 -15.16
F -3.98 12.01 -15.59
F -3.02 13.06 -17.19
```

charge	-2
orbital gap	7.537	eV
electronic energy	-5502.6140	Ha
E_HOMO	-5.56	eV

***

6.
Here is C20H41N2P3RhSe as an isolated structure in a non-equilibrium geometry from OMol25. Energies are from ωB97M-V/def2-TZVPD.

```
68
Properties=species:S:1:pos:R:3
Rh 0.26 0.24 0.33
P 0.87 -0.86 2.62
P -0.17 2.54 0.48
P 0.42 -1.90 -0.58
H -4.42 0.53 -1.73
C -3.83 0.20 -2.55
C -3.64 -1.00 -2.93
H -4.43 -1.62 -2.80
C 2.43 -1.83 2.72
C 1.19 0.50 3.81
C -0.32 -1.93 3.49
C -1.58 2.94 -0.63
C -0.60 3.32 2.07
C 1.16 3.65 -0.10
C -0.15 -1.72 -2.29
C -0.48 -3.30 0.13
C 2.11 -2.58 -0.78
H -3.30 0.99 -3.02
H -3.02 -1.39 -3.63
H 2.75 -1.83 3.76
H 3.23 -1.39 2.11
H 2.26 -2.85 2.39
H 2.02 0.22 4.47
H 0.30 0.67 4.42
H 1.45 1.44 3.31
H -0.94 -1.33 4.16
H 0.22 -2.69 4.07
H -0.97 -2.44 2.77
H -1.73 4.02 -0.69
H -2.48 2.46 -0.24
H -1.39 2.54 -1.62
H -0.44 4.40 2.01
H 0.01 2.92 2.88
H -1.66 3.15 2.31
H 0.83 4.71 0.00
H 1.42 3.46 -1.16
H 2.08 3.50 0.50
H -0.18 -2.70 -2.76
H 0.52 -1.07 -2.85
H -1.15 -1.27 -2.30
H -0.37 -4.15 -0.56
H -1.54 -3.08 0.24
H -0.07 -3.57 1.11
H 2.02 -3.50 -1.38
H 2.54 -2.83 0.19
H 2.77 -1.88 -1.29
C 2.77 0.73 -1.49
C 1.83 1.20 -2.40
C 2.03 1.16 -3.74
C 3.21 0.64 -4.22
C 4.19 0.19 -3.32
C 3.97 0.27 -1.98
Se 2.43 0.64 0.47
H -2.41 0.03 -0.73
H 0.91 1.59 -2.02
H 1.27 1.52 -4.43
H 3.37 0.58 -5.26
H 5.11 -0.21 -3.71
H 4.71 -0.05 -1.27
N -2.26 0.42 2.19
C -3.60 0.11 2.26
C -3.85 -0.64 1.16
C -2.72 -0.50 0.26
N -1.68 -0.18 1.14
H -1.77 0.97 2.85
H -4.19 0.47 3.09
H -4.81 -1.10 0.99
H -2.54 -1.49 -0.32
```

charge	+3
orbital gap (spin up / spin down)	6.817 / 5.505	eV
electronic energy	-4431.0583	Ha
ΔE to the lowest compared entry with this formula, charge and spin	56.60	kcal/mol
⟨S²⟩	6.036
E_HOMO (spin up / spin down)	-16.71 / -17.60	eV
multiplicity	5

***

7.
Here is a 2-piece molecular cluster, C3H9NO overall from OMol25. Energies are from ωB97M-V/def2-TZVPD.

```
14
Properties=species:S:1:pos:R:3
N -1.33 0.96 -2.40
C -0.54 -0.14 -2.22
O -0.63 -1.15 -2.88
H -1.54 1.59 -1.63
H -2.16 0.79 -2.96
H 0.25 -0.05 -1.45
C 1.31 0.20 1.50
C 0.19 -0.74 1.89
H 0.91 1.03 0.90
H 2.12 -0.24 0.92
H 1.75 0.66 2.38
H -0.36 -1.10 1.02
H 0.54 -1.61 2.44
H -0.53 -0.20 2.51
```

orbital gap	10.990	eV
electronic energy	-249.6987	Ha
ΔE to the lowest compared entry with this formula, charge and spin	9.43	kcal/mol
E_HOMO	-10.14	eV

***

8.
Here is a 15-piece molecular cluster, C45H105N15O15 overall in a non-equilibrium geometry from OMol25. Energies are from ωB97M-V/def2-TZVPD.

```
180
Properties=species:S:1:pos:R:3
C 22.82 -16.97 9.48
C 24.00 -16.15 10.01
O 24.97 -16.67 10.53
N 23.94 -14.77 9.92
C 22.92 -13.99 9.24
H 22.20 -16.44 8.76
H 22.25 -17.42 10.29
H 23.26 -17.77 8.89
H 24.70 -14.26 10.34
H 22.81 -14.23 8.19
H 23.13 -12.93 9.33
H 21.97 -14.21 9.74
C 24.84 -6.98 14.90
C 23.44 -7.61 14.96
O 22.99 -8.21 14.02
N 22.81 -7.56 16.13
C 21.53 -8.29 16.32
H 25.50 -7.79 14.60
H 25.11 -6.51 15.84
H 24.86 -6.28 14.06
H 23.29 -7.14 16.91
H 20.86 -8.15 15.47
H 21.12 -7.90 17.25
H 21.71 -9.34 16.55
C 26.18 -3.97 6.93
C 25.27 -5.16 6.72
O 25.16 -5.68 5.67
N 24.73 -5.58 7.86
C 24.06 -6.87 8.01
H 25.74 -3.14 7.47
H 26.53 -3.63 5.95
H 27.04 -4.29 7.52
H 24.97 -5.16 8.75
H 23.14 -6.94 7.43
H 23.88 -6.94 9.08
H 24.75 -7.68 7.78
C 25.30 -8.52 11.35
C 26.06 -9.28 10.28
O 27.22 -8.95 10.05
N 25.40 -10.32 9.69
C 25.99 -11.11 8.67
H 25.08 -9.21 12.17
H 24.33 -8.17 11.02
H 25.81 -7.63 11.70
H 24.39 -10.28 9.74
H 26.61 -11.92 9.06
H 26.60 -10.48 8.02
H 25.18 -11.60 8.13
C 24.39 -14.89 14.08
C 23.49 -13.72 13.80
O 22.36 -13.55 14.33
N 23.96 -12.81 12.94
C 23.22 -11.63 12.56
H 24.09 -15.30 15.04
H 25.45 -14.63 14.15
H 24.30 -15.67 13.32
H 24.73 -13.02 12.31
H 23.65 -11.17 11.68
H 23.10 -10.95 13.41
H 22.18 -11.87 12.32
C 27.14 -4.09 12.17
C 26.89 -4.98 11.00
O 25.73 -5.20 10.61
N 27.97 -5.39 10.41
C 28.07 -6.20 9.18
H 27.48 -3.13 11.78
H 27.94 -4.53 12.76
H 26.30 -3.89 12.83
H 28.83 -5.27 10.91
H 27.06 -6.59 9.03
H 28.73 -7.06 9.30
H 28.38 -5.58 8.34
C 29.59 -14.45 4.58
C 28.68 -14.01 5.65
O 28.29 -12.82 5.62
N 28.32 -14.86 6.64
C 27.61 -14.52 7.87
H 29.05 -14.33 3.65
H 29.82 -15.51 4.70
H 30.52 -13.89 4.55
H 28.56 -15.84 6.64
H 26.91 -15.31 8.13
H 27.06 -13.61 7.62
H 28.29 -14.39 8.71
C 28.64 -12.88 11.40
C 27.36 -13.69 11.33
O 26.28 -13.11 11.18
N 27.27 -15.03 11.29
C 28.38 -15.98 11.19
H 29.02 -13.04 12.40
H 28.43 -11.81 11.30
H 29.35 -13.21 10.64
H 26.40 -15.45 11.01
H 28.10 -16.89 11.72
H 29.24 -15.49 11.65
H 28.67 -16.07 10.14
C 25.85 -10.86 15.23
C 25.40 -11.50 16.46
O 26.04 -11.32 17.47
N 24.26 -12.14 16.38
C 23.57 -12.83 17.46
H 25.06 -10.30 14.73
H 26.28 -11.57 14.52
H 26.61 -10.08 15.25
H 23.74 -12.15 15.51
H 22.82 -12.21 17.95
H 24.33 -13.12 18.19
H 23.15 -13.73 17.03
C 31.14 -7.42 14.47
C 30.23 -8.62 14.82
O 30.50 -9.35 15.78
N 29.17 -8.86 14.10
C 28.70 -8.13 12.89
H 31.23 -7.36 13.39
H 32.12 -7.56 14.94
H 30.73 -6.51 14.91
H 28.71 -9.74 14.31
H 28.93 -7.06 12.90
H 27.61 -8.24 12.87
H 29.26 -8.53 12.05
C 23.49 -8.37 3.49
C 23.60 -9.54 4.44
O 23.08 -9.61 5.56
N 24.31 -10.55 3.95
C 24.58 -11.71 4.77
H 22.52 -7.87 3.47
H 23.66 -8.68 2.46
H 24.19 -7.58 3.74
H 24.69 -10.49 3.01
H 25.08 -12.47 4.17
H 23.65 -12.16 5.12
H 25.25 -11.47 5.59
C 20.74 -10.94 9.66
C 21.87 -10.64 8.74
O 22.77 -9.89 9.06
N 21.86 -11.17 7.49
C 20.90 -12.19 7.02
H 20.69 -10.16 10.41
H 20.89 -11.85 10.25
H 19.74 -10.88 9.23
H 22.61 -10.81 6.93
H 21.31 -12.61 6.10
H 20.02 -11.62 6.73
H 20.62 -13.01 7.68
C 28.69 -5.58 4.77
C 28.59 -6.97 5.27
O 29.62 -7.59 5.50
N 27.36 -7.49 5.48
C 27.09 -8.79 5.89
H 27.73 -5.15 4.51
H 29.30 -5.68 3.87
H 29.24 -4.95 5.46
H 26.63 -6.80 5.60
H 26.98 -9.46 5.04
H 26.14 -8.84 6.42
H 27.82 -9.13 6.63
C 18.73 -4.47 10.60
C 20.17 -4.98 10.40
O 20.50 -5.62 9.39
N 21.00 -4.90 11.45
C 22.32 -5.42 11.51
H 18.55 -3.92 11.52
H 17.97 -5.25 10.53
H 18.43 -3.79 9.81
H 20.67 -4.55 12.34
H 22.74 -5.76 12.46
H 22.98 -4.70 11.03
H 22.32 -6.36 10.95
C 29.52 -11.05 8.42
C 30.97 -11.24 8.80
O 31.36 -12.39 9.02
N 31.77 -10.22 9.06
C 31.56 -8.83 8.78
H 29.26 -11.74 7.62
H 29.25 -10.05 8.08
H 28.93 -11.27 9.31
H 32.74 -10.49 9.16
H 30.98 -8.30 9.53
H 31.14 -8.61 7.80
H 32.55 -8.36 8.81
```

orbital gap	9.322	eV
electronic energy	-3727.8063	Ha
ΔE to the lowest compared entry with this formula, charge and spin	65.71	kcal/mol
E_HOMO	-8.99	eV